DFT (the ωB97M-V functional and the def2-TZVPD basis) results for one molecule with the formula C18H20N2 in a non-equilibrium geometry.

Each line ends with the Mulliken charge.
Positions of all 40 atoms, in Å:
C -0.1951 2.6869 -2.8719  -0.49
C 0.9664 -2.6164 0.8050  -0.15
H -0.3566 3.6695 -3.2788  0.39
C -0.0189 -3.4987 -1.2948  -1.01
C -0.4743 -0.3153 2.4476  -0.13
C 0.3155 2.5940 -1.5605  -0.56
C 2.3769 -2.6797 0.1401  -0.87
H 2.6535 -3.3853 -1.8680  0.44
H 0.8319 1.2480 0.0355  0.45
H 0.5250 -0.3659 2.9017  0.37
C -3.0589 -0.0189 1.4775  -0.78
C -0.2962 0.2118 -2.9812  -0.27
C -0.5190 1.4952 -3.5852  -0.71
H 2.9066 -1.6024 -1.6300  0.33
H 0.5430 -4.6419 0.4293  0.47
H -0.9171 1.5905 -4.5984  0.36
H 0.6139 3.4588 -0.9536  0.34
H -0.5396 -0.6431 -3.5660  0.39
C -2.7653 0.4062 2.7519  -0.37
C -1.4720 0.2488 3.2432  -0.66
C -2.0510 -0.5980 0.6681  0.07
N 0.2983 -1.3440 0.3859  0.44
C 0.0686 -3.7009 0.2218  -0.84
H 1.0084 -2.7320 1.9145  0.33
H -1.2314 0.5799 4.2710  0.34
H -0.9504 -3.6833 0.6881  0.32
H -3.5103 0.8942 3.3723  0.38
H 0.3602 -4.4010 -1.7748  0.44
H 0.8123 -2.2145 -2.8693  0.52
H 3.0375 -1.9196 0.5887  0.33
H -4.0489 0.0995 1.0682  0.39
C -0.7396 -0.8034 1.1790  -0.47
C 0.8502 -2.2992 -1.7822  -0.41
H -2.2632 -0.9103 -0.3623  0.33
H -1.0148 -3.3947 -1.6242  0.44
C 0.1907 0.1508 -1.6608  0.14
H 2.8109 -3.6755 0.3743  0.38
N 0.3514 -1.0908 -1.0365  0.49
C 0.4840 1.3457 -0.9564  -0.25
C 2.3300 -2.4924 -1.3590  -0.93

Results
**SMILES**: c1ccc(N2[C@H]3CC[C@H](CC3)N2c2ccccc2)cc1
**Highest occupied orbital energy**: -6.7 eV
**F_max**: 0.0514 hartree/bohr
**Relative energy (zero: lowest compared OMol25 entry of this formula, charge and spin)**: 1.404 eV
**Spin multiplicity**: 1